# C50H53N9O2P2Sm

A structure of composition C50H53N9O2P2Sm (the ωB97M-V functional and the def2-TZVPD basis, the Open Molecules 2025 dataset).

Values from the calculation:
Gap between HOMO and LUMO (alpha / beta) in eV: 6.4 / 7.1
2S+1: 6
Net charge: +3
Relative energy (zero: lowest compared OMol25 entry of this formula, charge and spin) in kJ/mol: 191.9

Last column: Mulliken charge in e.
Cartesian coordinates (Å):
Sm  0.056  0.665  -0.388  1.1794
C  2.268  1.768  6.626  -1.5307
C  1.516  0.508  6.274  1.8576
C  2.436  -0.685  6.545  -1.4709
C  0.271  0.415  7.153  -2.1577
C  1.182  0.518  4.805  0.1993
C  -0.135  0.538  4.309  -0.8034
C  -0.321  0.483  2.935  -0.7197
N  0.665  0.483  2.026  0.3317
C  1.946  0.501  2.481  -0.3800
C  2.207  0.538  3.841  -0.5739
C  3.003  0.579  1.431  0.1459
C  4.329  0.482  1.730  -0.6194
C  5.317  0.584  0.736  -0.0932
C  4.832  0.789  -0.545  -0.7702
C  3.479  0.898  -0.789  -0.7832
N  2.556  0.824  0.177  0.1815
C  6.794  0.578  1.121  1.8284
C  7.046  1.656  2.201  -1.5006
C  7.689  0.847  -0.087  -2.1372
C  7.135  -0.791  1.698  -1.5911
H  2.602  1.766  7.667  0.4420
H  1.649  2.640  6.542  0.3826
H  3.125  1.912  5.958  0.3328
H  2.681  -0.721  7.614  0.4457
H  3.353  -0.645  5.979  0.3320
H  1.909  -1.632  6.307  0.3666
H  0.558  0.247  8.194  0.4134
H  -0.352  -0.441  6.896  0.4588
H  -0.322  1.335  7.090  0.3894
H  -0.968  0.496  4.991  0.5915
H  -1.343  0.470  2.550  0.5827
H  3.196  0.631  4.220  0.8239
H  4.624  0.311  2.753  0.7316
H  5.574  0.924  -1.349  0.5511
H  3.100  1.167  -1.759  0.6173
H  6.855  2.671  1.824  0.3474
H  8.098  1.598  2.437  0.4792
H  6.467  1.487  3.096  0.3442
H  7.471  1.785  -0.594  0.4715
H  7.605  0.053  -0.826  0.4304
H  8.723  0.913  0.241  0.4165
H  6.530  -1.019  2.569  0.3394
H  8.190  -0.831  1.970  0.4581
H  6.939  -1.583  0.999  0.4023
O  -0.358  0.283  -2.630  -0.1865
P  -1.562  -0.014  -3.553  0.9633
C  -2.478  -1.331  -2.694  -0.9542
P  -3.218  -0.886  -1.106  0.1904
O  -2.191  0.052  -0.420  -0.1955
C  -4.776  -0.105  -1.410  1.1114
C  -5.781  -0.848  -2.044  -0.8555
C  -7.006  -0.224  -2.239  -0.7046
C  -7.217  1.086  -1.840  -0.6220
C  -6.260  1.770  -1.139  -0.6620
C  -5.019  1.170  -0.935  -0.0739
C  -3.469  -2.398  -0.133  -0.1131
C  -3.841  -2.125  1.108  -0.2301
C  -3.992  -3.125  2.165  -0.9298
C  -3.525  -4.366  1.940  -0.9545
C  -2.970  -4.663  0.642  0.1526
C  -3.088  -3.748  -0.525  0.0645
C  -2.605  1.425  -3.728  0.4297
C  -2.238  2.633  -3.162  -0.6412
C  -3.129  3.696  -3.235  -0.5882
C  -4.353  3.513  -3.879  -0.6261
C  -4.699  2.292  -4.452  -0.8530
C  -3.811  1.260  -4.385  -0.4095
C  -1.183  -0.662  -5.167  0.7119
C  -1.068  0.231  -6.231  -0.7078
C  -0.638  -0.225  -7.443  -0.7806
C  -0.429  -1.630  -7.608  -0.4755
C  -0.565  -2.520  -6.553  -0.8460
C  -0.914  -2.008  -5.317  -0.3664
H  -1.698  -2.095  -2.478  0.3179
H  -3.224  -1.821  -3.301  0.9894
H  -5.572  -1.896  -2.298  0.3953
H  -7.790  -0.757  -2.747  0.4648
H  -8.168  1.525  -2.037  0.4985
H  -6.414  2.811  -0.816  0.4361
H  -4.224  1.695  -0.415  0.2589
H  -4.155  -1.108  1.335  0.5118
H  -4.478  -2.842  3.110  0.4656
H  -3.557  -5.140  2.703  0.4898
H  -1.709  -6.314  0.547  0.3119
H  -3.539  -4.211  -1.435  0.4063
H  -1.263  2.718  -2.716  0.5564
H  -2.842  4.648  -2.818  0.4933
H  -5.059  4.314  -3.952  0.4753
H  -5.664  2.236  -4.934  0.5134
H  -4.002  0.361  -4.908  0.5324
H  -1.275  1.260  -6.075  0.4756
H  -0.538  0.449  -8.289  0.4271
H  -0.239  -2.001  -8.606  0.4138
H  -0.426  -3.590  -6.674  0.4605
H  -1.066  -2.649  -4.458  0.3581
N  -0.645  5.034  1.463  -0.6540
N  0.043  4.479  0.420  0.8487
N  0.783  5.144  -0.470  -0.8972
C  1.194  4.153  -1.260  -0.2204
N  0.714  2.976  -0.852  -0.1408
N  -0.045  3.207  0.201  0.0682
H  -0.382  4.501  2.287  0.2515
H  -0.386  6.006  1.556  0.3377
H  1.781  4.315  -2.132  0.5407
N  -2.225  -5.687  -0.066  -0.6546
C  -1.731  -4.337  -0.153  0.7027
C  -0.428  -3.744  -0.016  -0.2251
C  0.688  -4.427  -0.470  -0.7402
C  1.858  -3.740  -0.697  -1.0752
C  1.910  -2.371  -0.513  -0.3732
N  0.843  -1.695  -0.023  0.4297
C  -0.274  -2.374  0.218  -0.6981
H  0.628  -5.481  -0.744  0.4818
H  2.726  -4.197  -1.110  0.4939
H  2.795  -1.770  -0.726  0.3862
H  -1.097  -1.825  0.674  1.2945

Atomic forces in eV per Å
Sm 0.0 -0.7 -0.1
C 0.7 0.5 0.1
C 0.0 -0.4 0.3
C -0.8 -0.9 0.5
C -0.1 -0.1 0.1
C -0.6 0.3 -0.9
C 1.0 -0.6 -0.1
C -0.2 0.3 0.2
N 0.0 0.0 0.5
C -0.5 0.3 0.1
C -0.7 0.0 0.0
C -1.0 0.2 0.0
C 0.9 -0.3 0.0
C -0.4 0.4 0.7
C 1.2 0.1 -0.9
C -0.2 0.4 0.6
N 0.1 -0.4 -0.1
C -0.4 0.3 -0.2
C 0.0 0.1 -0.9
C 0.0 0.1 0.0
C 0.0 0.0 0.3
H 0.1 -0.3 -0.2
H -0.5 0.5 -0.2
H 0.0 0.0 0.3
H 0.0 0.1 -0.3
H 0.4 0.0 -0.2
H 0.4 0.4 0.1
H 0.0 0.3 -0.1
H -0.1 0.0 -0.1
H 0.0 -0.2 0.1
H -0.2 0.1 -0.1
H 0.2 0.0 -0.1
H 0.7 -0.1 -0.1
H 0.0 0.0 0.1
H -0.7 -0.1 0.2
H 0.0 -0.1 -0.5
H -0.1 -0.3 0.1
H 0.3 0.1 0.3
H -0.1 0.0 0.3
H -0.1 0.2 0.1
H 0.1 -0.1 0.0
H 0.1 -0.1 0.0
H 0.0 0.0 0.4
H -0.1 0.0 0.1
H 0.0 -0.4 -0.5
O -0.1 0.0 -0.2
P 0.3 0.0 0.4
C 0.4 -0.7 0.5
P 0.9 0.3 0.0
O -0.4 -0.2 0.1
C -0.1 -0.3 0.3
C 0.2 0.1 0.3
C 0.4 -0.7 -0.5
C -0.2 -0.4 0.2
C 0.9 0.9 0.1
C 0.1 0.5 0.1
C 1.0 1.0 -1.2
C -1.3 0.0 1.9
C -0.1 0.6 -0.1
C 0.5 -0.5 0.2
C 0.4 0.5 0.2
C -0.1 -1.2 -1.5
C 0.5 -0.6 0.2
C -0.4 0.0 -0.1
C -0.1 -0.2 -0.3
C 0.4 -0.1 0.3
C -0.3 1.2 0.2
C 0.2 0.1 -0.1
C 0.1 0.4 0.6
C 0.4 -0.3 0.4
C 0.0 -1.6 -0.8
C -0.3 1.1 -0.3
C 0.0 0.2 -0.1
C -0.3 -0.3 0.3
H -0.4 0.3 0.0
H -0.3 -0.1 -0.5
H -0.4 0.4 -0.1
H -0.2 -0.1 0.0
H -0.5 0.3 -0.1
H 0.0 -0.6 -0.1
H -0.1 0.1 0.0
H 0.1 0.0 0.2
H 0.4 -0.2 -0.5
H -0.1 0.1 -0.1
H 0.2 0.2 0.3
H 0.3 0.5 0.4
H 0.2 0.2 0.2
H -0.1 0.2 0.0
H -0.2 0.5 0.0
H 0.0 -0.3 -0.2
H -0.4 -1.0 -0.3
H -0.2 0.8 0.0
H 0.0 -0.2 0.1
H 0.2 0.0 0.0
H 0.0 0.2 -0.1
H 0.2 -0.3 -0.1
N 0.0 -0.2 0.2
N 0.4 0.2 -0.8
N -0.5 -0.8 0.8
C -0.6 0.3 0.5
N 0.0 0.2 -0.6
N 0.3 0.3 0.0
H -0.2 0.3 0.2
H 0.1 0.3 -0.1
H 0.4 0.0 -0.3
N -0.5 -1.4 -0.4
C -1.1 0.8 1.0
C 0.0 0.4 -0.6
C 0.2 -0.6 -0.3
C 0.3 0.7 -0.1
C -0.6 0.6 0.5
N 0.5 -0.2 -0.7
C -0.3 -0.2 0.7
H 0.0 0.2 0.2
H 0.4 -0.6 -0.1
H -0.2 -0.3 0.0
H 0.1 -0.1 -0.2